No. 1
C35H33N3OSSb2Sn | ωB97M-V/def2-TZVPD

Each line ends with the Löwdin charge.
Element x y z (Å)
Sn (0.56299, -0.19342, -1.03721)  0.8632
N (3.71207, 2.26679, 0.72250)  0.1241
C (2.54577, 1.67227, 0.46527)  -0.8479
S (2.63021, -0.07945, 0.27620)  0.4779
N (1.48450, 2.43488, 0.42985)  0.0021
N (0.28447, 1.81755, 0.20760)  -0.1827
C (-0.71435, 2.59684, 0.42393)  -0.0821
C (-2.13396, 2.25200, 0.46994)  -0.1099
C (-3.05786, 3.25285, 0.71326)  0.0765
C (-4.46553, 3.05962, 0.86316)  -0.0155
C (-4.97924, 1.81423, 0.88631)  0.0591
C (-4.06904, 0.66138, 0.77594)  -0.1440
C (-2.70819, 0.97424, 0.33423)  -0.1659
O (-2.11064, -0.03180, -0.20173)  -0.1047
H (4.57221, 1.74812, 0.72232)  0.1054
H (3.73003, 3.26059, 0.88965)  0.1278
H (-0.47772, 3.61629, 0.72058)  0.1444
H (-2.68629, 4.27075, 0.77474)  0.1455
H (-5.09520, 3.92847, 0.99044)  0.1317
H (-6.03060, 1.63302, 1.06964)  0.1456
H (-3.87815, 0.38506, 1.84812)  0.1949
C (0.12983, -3.63950, 2.31407)  -0.3345
C (-0.54511, -3.18569, 3.61205)  -0.3549
C (-0.01270, -1.87711, 4.18486)  -0.3646
Sb (-0.36322, -0.07223, 3.06188)  1.4637
C (0.94216, 1.12294, 4.23488)  -0.3892
C (0.52586, 1.90188, 5.30917)  -0.1158
C (1.45502, 2.62236, 6.04873)  -0.0665
C (2.80253, 2.56416, 5.72516)  -0.0660
C (3.22513, 1.78150, 4.65947)  -0.0760
C (2.29740, 1.06888, 3.91402)  -0.1613
C (-2.24334, 0.51480, 3.89601)  -0.4053
C (-3.14208, -0.40000, 4.44073)  -0.1244
C (-4.39361, 0.00948, 4.88715)  -0.0683
C (-4.76385, 1.34404, 4.80136)  -0.0694
C (-3.87578, 2.27168, 4.27105)  -0.0825
C (-2.63020, 1.85645, 3.81539)  -0.1700
Sb (-0.44250, -2.74211, 0.44482)  1.3944
C (-2.52573, -2.27700, 0.64681)  -0.3086
C (-3.40681, -2.95598, 1.38706)  -0.0740
C (-4.83486, -2.62303, 1.42938)  -0.0389
C (-5.31230, -1.54716, 0.81318)  -0.0188
C (-4.42511, -0.63707, 0.01462)  -0.1397
C (-3.03560, -1.22365, -0.28439)  -0.1887
C (-0.66769, -4.38579, -0.86711)  -0.3928
C (-1.02436, -4.08593, -2.18175)  -0.1511
C (-1.25004, -5.10282, -3.09662)  -0.0656
C (-1.10758, -6.42671, -2.70413)  -0.0543
C (-0.73621, -6.72942, -1.40274)  -0.0586
C (-0.51585, -5.71279, -0.48235)  -0.1141
H (-0.02992, -4.70484, 2.14858)  0.0444
H (1.20915, -3.49179, 2.38279)  0.0672
H (-0.36003, -3.97570, 4.34679)  0.1218
H (-1.62632, -3.14844, 3.49436)  0.0645
H (1.07509, -1.92922, 4.27670)  0.0646
H (-0.39931, -1.69546, 5.18908)  0.0701
H (-0.51801, 1.94056, 5.59447)  0.0916
H (1.12531, 3.22136, 6.88741)  0.1126
H (3.52396, 3.12017, 6.30860)  0.1130
H (4.27758, 1.72211, 4.41389)  0.1085
H (2.64193, 0.45740, 3.08490)  0.0527
H (-2.87102, -1.44443, 4.53693)  0.0904
H (-5.07399, -0.71272, 5.32004)  0.1136
H (-5.73042, 1.66404, 5.16733)  0.1136
H (-4.14683, 3.31944, 4.23073)  0.1136
H (-1.94134, 2.59733, 3.41807)  0.0992
H (-3.08773, -3.80401, 1.97939)  0.1106
H (-5.49087, -3.25614, 2.01130)  0.1215
H (-6.35773, -1.27606, 0.89020)  0.1276
H (-4.91703, -0.37882, -0.92482)  0.1702
H (-2.92517, -1.52593, -1.32715)  0.1622
H (-1.11088, -3.05421, -2.51341)  0.0805
H (-1.52436, -4.86401, -4.11543)  0.1144
H (-1.27758, -7.22255, -3.41639)  0.1172
H (-0.61364, -7.76064, -1.10003)  0.1167
H (-0.22111, -5.98238, 0.52368)  0.0882

Its charge is +2.

No. 2
C26H70O10 | ωB97M-V/def2-TZVPD

Each line ends with the Löwdin charge.
Element x y z (Å)
C (-2.10492, -0.55765, -5.83639)  -0.0506
C (-1.15539, 0.52672, -5.27703)  -0.4417
C (-1.85692, 1.78034, -4.79417)  -0.0442
O (-0.54040, -0.07172, -4.10308)  -0.0885
H (-2.91235, -0.13885, -6.44449)  0.0758
H (-2.57689, -1.16340, -5.06609)  0.0749
H (-1.55049, -1.21453, -6.51063)  0.0725
H (-0.43274, 0.77243, -6.05587)  0.1339
H (-1.08248, 2.38211, -4.31313)  0.0537
H (-2.63081, 1.66807, -4.03659)  0.0844
H (-2.25113, 2.26416, -5.69104)  0.0882
H (0.32252, -0.35630, -4.43521)  0.0968
C (-0.05104, -3.77628, -4.12262)  -0.0549
C (0.84766, -4.22156, -2.96298)  -0.4827
C (0.44946, -5.54676, -2.35028)  -0.0596
O (2.19833, -4.27836, -3.42878)  -0.0579
H (-0.47087, -4.65326, -4.62891)  0.0775
H (0.36497, -3.18554, -4.93966)  0.0708
H (-0.90676, -3.18452, -3.78159)  0.0648
H (0.90039, -3.46389, -2.17834)  0.1166
H (-0.60372, -5.66314, -2.09700)  0.0822
H (1.07148, -5.72784, -1.47143)  0.0806
H (0.69958, -6.37398, -3.02521)  0.0819
H (2.28041, -4.99970, -4.06384)  0.0867
C (-1.34357, -1.96788, 6.21130)  -0.0604
C (-1.68658, -0.71601, 5.38956)  -0.4784
C (-0.42396, 0.15511, 5.30012)  -0.0680
O (-2.12659, -0.97928, 4.05366)  -0.0617
H (-1.17356, -1.57830, 7.21902)  0.0785
H (-0.43954, -2.43736, 5.81755)  0.0732
H (-2.11440, -2.73152, 6.30209)  0.0742
H (-2.47314, -0.19096, 5.94130)  0.1324
H (-0.53760, 1.08436, 4.74971)  0.0806
H (0.37167, -0.51721, 4.96889)  0.0703
H (-0.14361, 0.46542, 6.31398)  0.0855
H (-1.28124, -0.94299, 3.58196)  0.0443
C (-4.86429, -0.89262, -1.15237)  -0.0444
C (-5.09620, -1.18284, 0.33148)  -0.4822
C (-5.20262, 0.06065, 1.21743)  -0.0470
O (-6.31018, -1.97012, 0.46737)  -0.0714
H (-3.78316, -0.74503, -1.23690)  0.0571
H (-5.45109, -0.05242, -1.50529)  0.0831
H (-5.00076, -1.85631, -1.64494)  0.0825
H (-4.29056, -1.85001, 0.65691)  0.1199
H (-4.95281, -0.17397, 2.25098)  0.0753
H (-6.20815, 0.47039, 1.13884)  0.0829
H (-4.50070, 0.80480, 0.83156)  0.0642
H (-6.29884, -2.25619, 1.38859)  0.0831
C (1.69448, 3.34461, -4.84877)  -0.0529
C (1.58978, 3.20030, -3.33418)  -0.4963
C (2.49079, 2.03873, -2.83123)  -0.0340
O (1.91548, 4.41236, -2.67096)  -0.0490
H (2.59176, 3.96332, -4.93206)  0.0884
H (0.83567, 3.87604, -5.27176)  0.0727
H (1.72347, 2.45774, -5.47899)  0.0705
H (0.57891, 2.92452, -3.00570)  0.1060
H (3.33122, 1.73735, -3.44992)  0.0782
H (1.82455, 1.16583, -2.79966)  0.0510
H (2.66591, 2.24202, -1.77455)  0.0686
H (1.53179, 4.28326, -1.79281)  0.0431
C (-1.93108, 3.66887, -0.27807)  -0.0490
C (-0.64528, 4.23402, 0.27286)  -0.4712
C (0.38873, 3.15084, 0.37689)  -0.0540
O (-0.08966, 5.21679, -0.61104)  -0.0440
H (-2.55651, 4.48106, -0.65236)  0.0829
H (-2.41579, 3.05999, 0.48877)  0.0814
H (-1.76558, 2.94854, -1.08629)  0.0777
H (-0.82607, 4.63812, 1.27467)  0.1384
H (0.56939, 2.78140, -0.63453)  0.0660
H (0.08086, 2.29195, 0.98527)  0.0787
H (1.30569, 3.38876, 0.91981)  0.0651
H (-0.75960, 5.67075, -1.12944)  0.0918
C (3.63674, 1.83853, 1.91901)  -0.0546
C (3.68025, 2.37789, 3.33578)  -0.4870
C (2.33229, 2.42036, 3.99276)  -0.0476
O (4.47441, 1.48820, 4.13791)  -0.0557
H (3.06407, 0.90560, 1.88813)  0.0657
H (4.63757, 1.54680, 1.58942)  0.0848
H (3.23924, 2.53936, 1.18639)  0.0610
H (4.14837, 3.36264, 3.22143)  0.1372
H (1.59660, 2.85137, 3.31158)  0.0727
H (2.37251, 2.91353, 4.96394)  0.0870
H (1.97104, 1.41074, 4.20614)  0.0606
H (5.39763, 1.60205, 3.88771)  0.0897
C (3.47598, -1.83791, 4.40943)  -0.0418
C (3.28837, -2.87789, 3.29163)  -0.4523
C (2.63855, -2.31484, 2.02705)  -0.0547
O (4.60769, -3.32805, 2.89155)  -0.0730
H (2.90374, -0.94075, 4.18307)  0.0508
H (4.53285, -1.61189, 4.52610)  0.0755
H (3.22711, -2.29275, 5.37259)  0.0728
H (2.72587, -3.74771, 3.64158)  0.1292
H (1.57125, -2.13705, 2.19923)  0.0631
H (2.61458, -3.10620, 1.27557)  0.0767
H (3.11694, -1.39853, 1.69347)  0.0701
H (4.75667, -4.22847, 3.18710)  0.0787
C (-0.57549, -1.19866, -0.64365)  -0.2405
C (-1.28211, -0.74801, 0.61524)  -0.2005
O (-0.29400, -0.37815, 1.61146)  -0.1045
O (0.06979, -0.07116, -1.20821)  -0.0675
H (-1.33920, -1.55761, -1.35159)  0.1162
H (0.06331, -2.08074, -0.52780)  0.1119
H (-1.82159, -1.58544, 1.05823)  0.1189
H (-1.84239, 0.17319, 0.43963)  0.1142
H (0.37833, 0.08908, 1.09350)  0.0604
H (-0.17234, -0.07093, -2.13981)  0.0373

No. 3
C21H46BBrN2O3P2S2 | ωB97M-V/def2-TZVPD

Each line ends with the Löwdin charge.
Element x y z (Å)
C (-2.50887, -2.77210, 2.13226)  -0.1295
C (-3.03928, -4.19230, 1.56361)  -0.2525
C (-3.28411, -4.13017, -0.03331)  -0.2154
C (-4.56806, -3.22210, -0.42295)  -0.2069
C (-4.66738, -2.99736, -2.01846)  -0.1973
C (-5.06099, -1.49778, -2.44657)  -0.1914
C (-4.10761, -0.90100, -3.62523)  -0.1767
C (-3.82260, 0.63977, -3.28246)  -0.1983
C (-2.28475, 1.08493, -3.41287)  -0.2733
C (-1.38765, 0.76049, -2.12606)  -0.6122
Br (-1.94683, 2.18530, -0.84870)  0.8340
C (-1.79235, -0.58401, -1.28900)  -0.4094
O (-2.65627, -0.64832, -0.39210)  0.0077
N (-0.97875, -1.71878, -1.71827)  0.0559
C (0.11554, -1.09288, -2.56783)  -0.6020
S (-0.40273, -1.69116, -4.28879)  0.7775
B (1.40418, -2.04984, -2.22608)  -0.4555
C (2.00791, -3.10033, -3.34103)  -0.0933
O (2.07944, -2.08590, -0.93665)  0.0341
C (0.20784, 0.49030, -2.32937)  -0.6319
P (1.07352, 1.35815, -3.78980)  0.3641
S (0.38190, 3.13348, -4.18921)  0.1593
P (1.34038, 1.05648, -0.86755)  0.8937
C (0.67546, 0.31197, 0.77233)  -0.2453
O (1.29275, 2.75789, -0.69042)  -0.3808
H (-1.56644, -2.48460, 1.54353)  0.0558
H (-2.24285, -2.88465, 3.23543)  0.0713
H (-3.31810, -1.98273, 2.01455)  0.0675
H (-2.25105, -5.00333, 1.78029)  0.1014
H (-4.00767, -4.42971, 2.14042)  0.1093
H (-3.44136, -5.21836, -0.36100)  0.1135
H (-2.38148, -3.64023, -0.52442)  0.0752
H (-5.47904, -3.85208, -0.09866)  0.1105
H (-4.63068, -2.26037, 0.18305)  0.0911
H (-5.52357, -3.67841, -2.37348)  0.1062
H (-3.70048, -3.37642, -2.48662)  0.0935
H (-6.14039, -1.49487, -2.81785)  0.1072
H (-5.02201, -0.86574, -1.49613)  0.0911
H (-3.13803, -1.50170, -3.55427)  0.0490
H (-4.52957, -1.08026, -4.66400)  0.1138
H (-4.40733, 1.25641, -4.06236)  0.1198
H (-4.22303, 0.97737, -2.26956)  0.0924
H (-2.29718, 2.23062, -3.51192)  0.0661
H (-1.87480, 0.69486, -4.39799)  0.0853
H (-0.65065, -2.37295, -0.99754)  0.1134
H (-1.17745, -2.82811, -4.14389)  -0.0709
H (1.27522, -3.96522, -3.54825)  0.0749
H (2.93802, -3.61439, -2.88982)  0.0743
H (2.36765, -2.58513, -4.28756)  0.0642
H (1.75020, -2.82403, -0.38532)  0.1114
H (2.45804, 1.53363, -3.39535)  -0.0017
H (1.07634, 0.58567, -4.99276)  -0.0220
H (0.01788, 1.03987, 1.34498)  0.0465
H (1.60753, 0.12956, 1.41969)  0.0371
H (0.19823, -0.71652, 0.61289)  0.0310
H (0.69654, 3.19005, -1.34311)  -0.0164
C (4.00754, 1.93939, 1.76436)  -0.0934
C (3.39961, 2.92058, 2.75832)  -0.2655
N (3.60374, 2.55205, 4.15454)  -0.1942
C (2.79418, 3.33748, 5.08256)  -0.2519
C (3.07702, 4.83699, 5.17533)  -0.0912
C (4.98477, 2.32946, 4.56704)  -0.2505
C (5.97365, 3.48263, 4.38918)  -0.0881
H (3.63266, 0.92559, 1.92985)  0.0638
H (3.74236, 2.23247, 0.74521)  0.0547
H (5.09887, 1.92070, 1.82225)  0.0676
H (2.32268, 2.94917, 2.55751)  0.1136
H (3.78421, 3.92570, 2.54127)  0.1007
H (2.86887, 2.90238, 6.08512)  0.1108
H (1.74182, 3.21021, 4.80194)  0.1081
H (3.98948, 5.04142, 5.73614)  0.0539
H (2.26075, 5.32992, 5.71148)  0.0707
H (3.15300, 5.30989, 4.19459)  0.0673
H (5.37159, 1.46483, 4.01789)  0.0998
H (5.00328, 2.00914, 5.61440)  0.1140
H (5.86661, 3.98328, 3.42509)  0.0681
H (6.99712, 3.09841, 4.44614)  0.0719
H (5.87304, 4.22533, 5.18136)  0.0536

For reference, Kohn-Sham gap by record: 5.61 10.22 7.80 eV.
For reference, LUMO level by record: -7.323 0.474 -0.239 eV.
For reference, highest occupied orbital energy by record: -12.937 -9.747 -8.039 eV.